Below is 8 unconnected molecules or ions with the total composition C72H152N8O8 at a distorted geometry, with properties calculated with ωB97M-V with the def2-TZVPD basis set.

M = 1258.1 g/mol
E_HOMO = -8.358 eV
SMILES string = CC1(C)CCCC(C)(C)N1O.CC1(C)CCCC(C)(C)N1O.CC1(C)CCCC(C)(C)N1O.CC1(C)CCCC(C)(C)N1O.CC1(C)CCCC(C)(C)N1O.CC1(C)CCCC(C)(C)N1O.CC1(C)CCCC(C)(C)N1O.CC1(C)CCCC(C)(C)N1O
LUMO = 0.3 eV

Atoms and positions in Å:
H  2.386  -5.906  2.262
H  -2.689  -6.399  7.223
H  -5.769  -0.035  1.293
C  -1.845  2.082  -6.828
H  -7.071  3.085  -1.323
C  1.401  -1.660  -0.118
H  6.612  1.190  4.628
C  2.882  -5.002  -0.920
H  1.087  0.257  0.805
H  0.957  2.622  -0.585
H  -0.856  2.878  7.455
H  3.592  2.156  2.510
O  -1.643  0.219  -2.273
H  -3.448  7.992  -2.178
C  -0.585  -2.590  -2.391
C  0.414  0.439  -1.231
C  0.872  -0.373  -6.484
H  4.845  -4.178  -0.313
H  -2.475  -0.442  -5.748
C  5.651  -6.371  1.079
H  5.337  -9.030  0.230
H  2.372  0.264  -0.376
C  4.195  -1.872  3.579
H  -3.561  -4.928  6.717
C  5.960  -1.035  1.964
H  -5.601  0.014  -2.331
H  -0.546  2.291  -1.491
C  -6.093  0.859  -1.905
C  -5.180  2.078  -1.879
H  -2.711  -5.999  2.420
H  0.886  -7.115  0.845
H  -6.463  2.421  1.158
H  -2.632  4.146  -4.502
C  2.623  -5.941  0.210
H  4.375  -4.111  -2.000
H  -1.224  -0.569  -4.649
C  -5.415  2.455  1.213
O  0.843  5.434  -3.865
H  0.464  4.306  1.223
H  -4.047  1.179  -3.437
H  0.792  -3.100  4.435
H  7.431  -0.621  0.348
N  -1.340  3.566  4.153
C  -0.570  -0.602  -6.755
C  -6.722  0.453  -0.598
H  4.023  -1.677  1.455
C  -6.061  3.348  -1.738
H  -6.193  3.796  -2.725
H  -0.748  -2.557  -5.903
C  -5.416  0.217  0.286
H  -3.416  6.678  -4.314
H  0.708  5.216  4.363
H  6.851  -1.711  3.832
O  -1.648  4.920  4.386
H  1.136  8.256  -2.699
H  -4.831  -0.614  -0.051
H  -1.399  -0.942  -9.565
N  5.414  0.390  2.244
C  0.430  1.195  4.345
H  5.224  1.091  5.701
C  -0.059  3.483  3.305
H  -7.268  -0.517  -0.611
H  3.355  -2.534  3.626
C  -1.627  -1.789  3.966
H  6.612  -8.140  -0.563
H  -1.320  -2.339  6.723
C  -2.270  -4.015  3.101
H  -2.103  -3.706  2.075
H  1.828  1.179  -2.817
O  6.370  1.357  1.982
H  5.355  -5.353  1.350
H  0.481  -2.691  -2.650
H  6.711  -6.425  0.954
H  7.934  -0.689  2.826
H  -2.422  0.849  0.779
H  -0.397  1.793  -5.391
H  -2.092  1.823  -4.714
H  0.770  0.199  4.081
C  -4.573  2.114  -3.247
H  2.329  -4.124  -0.723
H  6.191  -5.824  -1.512
H  2.499  -5.458  -1.845
N  -4.098  1.806  -0.878
H  -0.847  6.959  -6.027
H  -1.760  -2.243  -7.467
H  -1.701  0.894  4.332
H  -5.471  4.075  -1.121
C  -2.132  -5.536  3.190
H  0.328  -2.794  2.820
H  -3.051  6.374  -1.800
O  -0.918  -3.169  6.415
C  2.664  -5.158  1.514
H  -2.579  4.984  4.189
H  -0.396  5.248  -5.965
H  0.495  -4.434  3.351
C  1.166  -6.411  0.027
C  -3.276  1.214  1.331
C  1.066  7.541  -1.917
H  5.123  -8.681  -1.444
H  2.038  -2.082  0.659
H  -1.153  3.574  1.391
H  -2.115  0.956  -1.866
C  -1.441  5.982  -4.205
H  -5.157  3.553  1.149
H  7.645  -2.362  2.476
C  -0.020  -2.219  0.016
H  -0.935  -3.612  -2.157
H  0.863  2.288  -7.067
C  4.357  -4.708  -1.148
H  1.932  4.515  3.283
C  5.727  0.624  4.820
H  -1.233  4.989  -1.312
H  -1.124  -2.283  -3.254
H  0.755  4.809  -3.185
H  3.205  -0.271  4.711
C  -1.335  2.747  5.376
C  5.559  -8.292  -0.519
C  -0.228  6.712  -2.116
H  0.383  -5.792  5.106
H  3.470  2.153  4.277
H  0.371  3.106  -8.542
H  -7.292  1.328  -0.260
C  -1.313  -3.255  4.025
H  -2.281  7.935  -4.308
H  6.497  -2.137  0.076
C  -1.414  -0.077  -5.612
C  -2.335  -2.203  -0.726
H  -3.267  -3.682  3.436
C  1.357  -0.133  -0.163
H  -0.088  -2.565  -7.552
H  -0.545  6.044  -0.155
C  -0.517  3.294  6.518
C  4.188  2.030  3.454
H  1.606  -0.566  -2.683
H  -3.672  -5.681  4.760
H  -5.414  2.201  -3.937
H  1.474  3.749  4.857
H  -2.726  -1.554  0.083
H  0.543  3.122  6.398
H  -6.911  1.172  -2.566
H  -2.956  1.952  -7.121
H  1.312  1.511  4.913
H  1.123  0.562  -6.050
N  3.480  -7.135  0.091
C  -1.049  1.555  -8.041
H  -1.686  3.226  -6.781
C  -1.425  1.440  -5.512
H  4.947  2.798  3.610
C  -2.507  7.024  -3.824
H  -0.849  5.113  2.028
C  -1.969  4.602  -3.737
C  -1.761  -5.255  5.670
H  -1.363  -1.423  3.002
C  -1.188  5.961  -5.680
H  -2.583  1.410  -9.493
H  0.003  -3.307  0.170
H  0.499  -5.531  0.110
H  1.904  -4.375  1.490
H  -2.712  -1.712  4.145
C  0.128  1.865  -0.762
H  -3.565  0.477  2.087
H  -1.367  7.819  -0.694
H  -3.986  3.050  -3.386
H  -2.154  5.683  -6.106
O  -3.218  2.946  -0.881
H  6.022  1.882  1.251
C  -1.747  2.076  -9.269
C  5.096  -5.990  -1.372
C  7.162  -1.472  2.826
C  0.378  2.121  -8.038
H  4.901  -2.188  4.335
C  4.804  -1.966  2.174
H  3.597  -4.626  1.769
H  -5.144  2.276  2.263
H  -0.331  1.802  0.228
C  -1.337  7.718  -1.774
C  -2.683  7.240  -2.317
H  0.165  -5.273  6.796
H  -0.406  -1.861  0.991
H  5.399  -6.938  1.928
C  1.087  0.365  -2.652
H  3.070  -8.856  0.843
N  -0.171  6.425  -3.583
H  -1.092  -5.738  3.017
H  -2.859  1.962  6.698
H  -1.005  -1.284  4.776
H  -0.341  -6.897  6.243
H  -1.148  8.719  -2.140
N  -0.907  -0.287  -1.104
H  -2.975  -2.011  -1.582
O  3.239  -7.965  1.149
H  -1.087  3.984  -3.460
H  -3.570  2.360  5.175
H  -0.660  4.360  6.587
H  1.100  7.959  -0.914
H  5.140  -2.994  1.872
H  5.672  -0.508  -0.214
C  -2.820  2.687  5.912
C  0.144  -3.423  3.647
C  1.102  4.269  3.968
C  -0.364  4.113  1.853
C  6.422  -1.060  0.443
H  1.892  -1.922  -1.081
H  4.675  -6.416  -2.245
C  4.961  -6.941  -0.155
H  5.929  -0.399  5.184
C  -2.621  -5.905  4.603
H  -1.120  2.106  -10.185
N  -1.711  -3.780  5.394
O  -0.622  -0.588  -9.089
H  -3.037  2.154  1.840
H  1.335  1.994  2.598
H  -0.427  1.500  2.405
C  -0.948  1.332  4.956
C  3.707  -0.445  3.720
C  -0.816  -2.080  -6.904
H  -2.280  -4.745  7.841
H  0.970  -6.876  -0.912
C  -2.576  -5.357  6.985
N  -1.190  0.093  -7.926
H  1.431  -0.364  -7.450
C  -0.325  -5.836  5.954
H  -1.057  0.724  5.888
H  0.951  1.512  -8.740
C  -0.899  -1.772  -1.157
H  0.579  4.909  -1.072
H  -3.620  3.649  -0.335
H  -2.150  3.052  -9.025
C  0.333  2.016  3.047
H  -2.544  4.655  -2.830
H  2.004  6.937  -1.981
H  -2.572  -6.941  4.793
H  0.348  0.517  -3.434
H  -2.410  -3.299  -0.514
H  2.996  -0.225  2.908
H  1.179  -1.187  -5.823
C  -4.526  1.474  0.445
H  -3.157  3.647  6.293
C  4.813  0.635  3.565
C  -0.337  5.552  -1.104

Atom charges from the Mulliken analysis, given in e for atoms 1 to 6: 0.8201 0.4324 0.5635 -1.1810 0.2981 0.2150

=====

Below is a molecular structure, C22H33N2OW at a distorted geometry, with properties calculated with ωB97M-V with the def2-TZVPD basis set.

M = 525.4 g/mol
Multiplicity = 3
E_HOMO (alpha / beta) = -10.462 / -10.259 eV
LUMO (alpha / beta) = -2.5 / -3.2 eV
⟨S²⟩ = 2.02
Charge = +1

Atoms and positions in Å:
H  0.300  -3.440  0.928
H  -1.534  2.326  2.216
H  -3.168  2.570  -0.976
H  -1.627  3.467  -0.992
C  -2.081  2.477  -0.849
C  -4.030  -1.326  -1.322
H  -1.147  -3.169  -1.127
N  4.181  -1.924  -1.462
H  -1.355  -3.039  1.435
H  0.077  2.980  1.928
C  2.631  -1.833  1.856
H  -0.125  -3.424  2.642
H  0.433  2.852  -0.143
H  3.536  -1.297  1.555
C  -0.475  2.187  2.442
H  -5.117  -1.433  -1.291
C  -2.091  0.086  -1.617
H  5.115  -2.188  -1.760
W  0.011  0.004  0.108
H  0.526  1.020  -2.595
H  2.833  -2.228  2.867
H  3.405  1.010  1.516
C  -1.493  1.485  -1.844
C  -2.298  -0.430  1.962
C  -0.009  0.831  2.074
H  4.389  1.255  -0.846
H  -1.582  1.226  -4.008
H  2.902  1.286  3.179
C  0.073  -1.474  1.749
C  -3.483  -0.066  -1.548
H  -0.144  -0.981  -1.772
H  -2.689  -0.668  2.959
H  1.881  2.007  -0.848
H  -0.341  2.343  3.520
C  0.012  1.377  -1.701
C  -1.879  1.962  -3.261
C  2.548  1.312  2.133
C  -0.825  -0.369  1.991
C  0.800  1.970  -0.664
C  -3.194  -2.456  -1.176
C  -1.823  -2.323  -1.236
C  -0.298  -2.911  1.683
H  -4.141  0.805  -1.683
N  4.730  0.316  -1.010
C  1.413  -0.978  1.754
C  1.363  0.435  1.902
H  -3.663  -3.434  -1.028
H  -2.742  0.513  1.623
C  -1.240  -1.040  -1.513
O  2.554  -0.335  -1.319
H  3.438  -2.608  -1.545
C  3.769  -0.623  -1.305
H  2.334  2.361  1.902
H  -1.915  2.178  0.196
H  -1.380  2.910  -3.474
H  5.695  0.231  -1.323
H  2.554  -2.701  1.196
H  -2.654  -1.187  1.254
H  -2.959  2.105  -3.330

Atom charges from the Mulliken analysis, given in e for atoms 1 to 6: 0.3510 0.4051 0.4746 0.4305 -2.0350 -0.8129

=====

Below is 2 unconnected molecules or ions with the total composition C2H3F4NO2S at a distorted geometry, with properties calculated with ωB97M-V with the def2-TZVPD basis set.

M = 181.1 g/mol
E_HOMO = -11.363 eV
LUMO = 0.6 eV

Atoms and positions in Å:
S  -2.730  -0.506  0.442
C  0.961  1.398  0.649
O  -1.807  0.374  1.068
F  2.136  -1.782  0.510
F  0.477  1.670  -0.566
H  -1.303  -1.249  -1.250
C  1.894  -0.582  -0.143
O  -2.076  -1.433  -0.644
F  0.683  -0.700  -0.773
H  0.638  2.121  1.380
H  2.739  -0.255  -0.837
F  -3.380  0.489  -0.687
N  1.768  0.455  0.850

Atom charges from the Mulliken analysis, given in e for atoms 1 to 6: 0.6910 0.2072 -0.4066 -0.2424 -0.2321 0.3999

=====

Electronic energy list, top to bottom, in hartree: -3874.09318 -1109.68973 -1080.86576